64
Properties=species:S:1:pos:R:3:forces:R:3 method="wB97M-V/def2-TZVPD" homo_lumo_gap_ev=6.2259 de_lowest_ev=0.0000 spin_multiplicity=1
Os 0.635 3.207 1.650 -0.70 -0.27 0.92
Se 1.712 3.535 3.864 -0.06 -0.08 -0.27
Se -0.219 4.863 4.204 -0.01 -0.09 0.09
Te -0.035 6.065 1.996 0.13 0.27 -0.23
Se -0.904 4.526 0.208 0.06 -0.12 -0.10
C 4.103 -1.342 3.618 0.04 -0.02 -0.03
C 4.619 -1.056 2.359 -0.01 -0.01 0.03
C 3.963 -0.161 1.530 -0.01 0.02 0.02
C 2.785 0.457 1.953 0.08 0.05 0.01
C 2.277 0.169 3.216 0.01 0.00 -0.01
C 2.934 -0.732 4.045 -0.03 0.03 0.00
P 1.881 1.575 0.837 0.22 0.10 -0.41
C 3.190 2.327 -0.189 -0.01 -0.09 0.03
C 3.243 2.192 -1.571 0.00 -0.05 0.00
C 4.201 2.882 -2.303 0.01 -0.02 0.00
C 5.110 3.707 -1.658 0.00 0.00 0.01
C 5.067 3.839 -0.276 0.02 0.00 -0.01
C 4.111 3.155 0.456 -0.03 -0.01 0.01
C 0.970 0.419 -0.241 0.06 0.00 -0.09
C 0.045 0.943 -1.146 0.02 0.00 0.02
C -0.704 0.102 -1.950 0.00 -0.01 0.00
C -0.551 -1.276 -1.849 -0.01 0.01 -0.02
C 0.363 -1.804 -0.954 -0.01 0.00 0.00
C 1.126 -0.959 -0.156 0.02 -0.02 0.00
H 4.620 -2.036 4.269 0.00 0.00 0.00
H 5.533 -1.529 2.026 0.00 0.00 0.00
H 4.366 0.061 0.549 0.01 0.00 0.01
H 1.374 0.661 3.553 0.01 0.01 0.01
H 2.535 -0.946 5.027 0.00 0.00 0.00
H 2.540 1.546 -2.081 -0.01 0.01 0.00
H 4.235 2.772 -3.379 0.00 0.00 0.00
H 5.853 4.247 -2.230 0.00 0.00 0.00
H 5.775 4.481 0.231 0.00 0.00 0.01
H 4.073 3.265 1.535 0.00 0.02 0.00
H -0.098 2.016 -1.198 -0.01 0.00 -0.01
H -1.421 0.521 -2.645 0.00 0.00 0.00
H -1.150 -1.935 -2.464 0.00 0.00 0.00
H 0.474 -2.876 -0.857 0.00 0.00 0.00
H 1.827 -1.386 0.549 -0.01 -0.01 -0.01
C -0.565 1.874 2.017 0.15 0.22 0.05
C -1.395 0.950 2.269 0.25 0.08 0.03
C -2.288 0.010 2.563 -0.12 -0.13 -0.15
C -3.641 0.410 3.018 0.08 -0.03 0.05
C -4.229 1.565 2.505 -0.03 0.06 0.03
C -5.479 1.969 2.946 0.02 0.01 -0.01
C -6.149 1.231 3.912 0.00 -0.01 0.01
C -5.565 0.085 4.436 0.01 0.01 -0.01
C -4.321 -0.328 3.986 -0.03 -0.02 0.01
C -1.961 -1.429 2.390 -0.04 0.12 0.09
C -2.944 -2.353 2.040 -0.06 -0.06 -0.10
C -2.618 -3.686 1.839 -0.01 0.04 0.01
C -1.309 -4.118 2.006 0.03 0.01 0.02
C -0.326 -3.206 2.368 0.01 -0.06 -0.01
C -0.650 -1.874 2.551 -0.01 0.03 0.04
H -3.692 2.141 1.762 -0.01 0.00 0.00
H -5.929 2.863 2.536 0.00 0.00 0.00
H -7.124 1.549 4.258 0.00 0.00 0.00
H -6.078 -0.487 5.198 0.00 0.00 0.00
H -3.863 -1.219 4.399 -0.01 0.02 0.00
H -3.966 -2.022 1.902 0.02 -0.01 0.00
H -3.389 -4.390 1.554 0.00 0.00 0.00
H -1.058 -5.161 1.860 0.00 0.01 0.00
H 0.698 -3.533 2.509 -0.02 0.01 0.00
H 0.111 -1.160 2.833 0.03 0.01 -0.01

=====

16
Properties=species:S:1:pos:R:3:forces:R:3 method="wB97M-V/def2-TZVPD" homo_lumo_gap_ev=10.6706 de_lowest_ev=2.6992 spin_multiplicity=1
H -2.309 0.365 1.258 -1.68 0.31 1.85
N -1.741 1.194 1.414 0.29 -0.55 -0.85
C -0.990 0.775 0.488 -0.31 -0.89 -0.57
C -1.258 -0.505 -0.435 0.23 0.28 0.01
C -0.084 0.025 -1.224 0.33 -0.17 -0.66
C 1.144 0.097 -0.383 0.28 -0.06 -0.15
C 1.463 -0.798 0.798 0.00 -0.01 -0.05
C 0.159 1.234 -0.309 0.00 0.19 -0.01
H -2.217 -0.459 -0.982 0.35 0.40 0.32
H -1.168 -1.554 -0.083 0.12 0.70 0.25
H -0.073 0.073 -2.299 0.25 -0.10 -0.18
H 2.008 0.372 -0.976 0.11 0.01 0.07
H 0.571 -1.102 1.356 0.16 0.09 -0.14
H 1.977 -1.704 0.461 -0.05 0.08 0.05
H 2.120 -0.272 1.497 -0.07 -0.08 -0.11
H 0.397 2.258 -0.581 -0.02 -0.20 0.16

=====

39
Properties=species:S:1:pos:R:3:forces:R:3 method="wB97M-V/def2-TZVPD" homo_lumo_gap_ev=7.4404 spin_multiplicity=1 smiles="Cc1c(/N=N/c2ccn(-c3ccc(Cl)c(Cl)c3)n2)c(O)n(C)c(=O)c1C#N"
C 2.332 -3.549 -0.470 1.12 2.02 -0.43
C 2.062 -2.729 -1.769 0.07 -0.67 0.07
C 1.754 -1.258 -1.657 0.42 -1.93 -1.81
N 1.534 -0.740 -0.358 -2.07 0.66 1.07
N 0.422 -0.110 -0.191 2.37 -0.76 0.70
C 0.211 0.418 1.160 3.35 -0.93 0.31
C 1.002 0.591 2.372 0.98 -0.47 -1.29
C 0.315 1.446 3.175 0.52 -1.28 -0.87
N -0.849 1.691 2.506 1.70 -0.25 -0.74
C -1.957 2.334 3.005 -2.97 -0.08 0.49
C -1.998 3.599 3.575 1.99 -0.45 -0.07
C -3.112 4.099 4.202 -1.01 1.52 -0.38
C -4.284 3.365 4.184 -1.09 0.27 0.10
Cl -5.912 4.087 4.472 1.78 -0.28 0.26
C -4.239 2.059 3.683 -2.04 0.84 -0.22
Cl -5.765 1.155 3.686 1.05 0.01 -0.16
C -3.160 1.601 2.987 0.63 1.95 1.66
N -0.859 1.060 1.311 -4.11 2.28 0.04
C 1.561 -0.551 -2.848 -2.72 1.32 2.29
O 1.051 0.771 -2.727 1.67 -2.27 -0.35
N 1.514 -1.150 -4.073 0.31 3.27 0.10
C 1.475 -0.256 -5.326 0.22 -1.02 -0.37
C 1.668 -2.505 -4.189 1.58 -3.37 -0.22
O 1.708 -3.057 -5.266 -0.57 0.57 -1.18
C 1.986 -3.392 -3.008 -0.97 2.99 1.79
C 1.963 -4.838 -3.194 0.26 3.07 0.28
N 1.888 -5.958 -3.371 -0.03 -1.64 -0.12
H 1.437 -4.041 -0.178 -0.65 -1.13 -0.09
H 3.254 -4.183 -0.539 -1.19 0.33 -0.12
H 2.462 -2.836 0.362 0.33 -0.22 -0.41
H 1.987 0.212 2.540 0.26 -0.17 0.13
H 0.642 1.750 4.154 -0.60 0.42 0.07
H -1.105 4.224 3.533 -0.12 -0.18 0.05
H -3.089 5.178 4.466 -0.26 -1.02 0.11
H -3.318 0.722 2.502 0.31 -2.55 -1.33
H 1.004 0.915 -1.746 -0.28 0.00 -1.10
H 2.507 -0.048 -5.709 -0.79 -0.66 0.42
H 1.031 0.734 -5.174 -0.14 -0.59 0.69
H 0.877 -0.810 -6.086 0.68 0.40 0.61

=====

126
Properties=species:S:1:pos:R:3:forces:R:3 method="wB97M-V/def2-TZVPD" homo_lumo_gap_ev=6.1165 spin_multiplicity=1 charge=+1
Ba 0.087 0.063 0.715 0.21 -0.10 -0.29
C 0.058 0.051 4.832 0.13 -0.09 -0.25
P 1.566 -0.485 3.900 -0.44 0.33 1.01
C 2.351 -1.456 5.264 -0.10 -0.22 -0.49
C 2.637 1.004 4.003 -0.12 -0.12 -0.28
C 2.700 1.805 5.139 0.00 0.01 0.01
C 3.630 2.823 5.227 -0.08 -0.02 0.12
C 4.506 3.056 4.179 0.08 -0.01 -0.15
C 4.429 2.286 3.034 0.11 0.09 0.00
C 3.498 1.259 2.931 -0.28 -0.17 -0.07
P 3.442 0.132 1.483 0.85 0.68 -0.50
C 5.046 -0.723 1.802 -0.44 -0.31 -0.13
C 4.015 1.227 0.101 -0.26 -0.22 0.15
H 0.245 0.156 5.901 -0.01 0.10 -0.03
H -0.708 -0.713 4.692 -0.08 0.01 0.05
H -0.314 0.994 4.429 -0.08 0.03 0.04
H 2.391 -0.866 6.179 -0.01 0.06 -0.04
H 3.358 -1.755 4.983 0.07 -0.06 0.00
H 1.754 -2.350 5.436 0.01 -0.10 0.08
H 2.031 1.632 5.968 -0.10 -0.04 0.11
H 3.688 3.425 6.120 -0.03 0.08 0.11
H 5.257 3.825 4.261 0.03 0.12 -0.01
H 5.122 2.473 2.227 0.04 0.06 -0.09
H 5.835 0.003 1.996 -0.07 0.05 -0.03
H 5.297 -1.316 0.926 0.11 -0.13 -0.04
H 4.944 -1.379 2.663 0.06 -0.11 0.05
H 5.058 1.516 0.211 0.03 0.12 0.00
H 3.383 2.115 0.040 0.05 0.08 -0.02
H 3.913 0.670 -0.832 0.02 -0.03 -0.05
Te -1.679 -2.964 1.357 0.16 -0.95 0.03
C -2.845 -4.737 1.057 -0.05 0.41 0.00
C -3.792 -5.095 2.002 0.04 0.37 0.28
C -4.562 -6.230 1.818 -0.03 -0.09 0.00
C -4.386 -7.011 0.690 -0.06 -0.01 0.01
C -3.436 -6.655 -0.253 0.01 -0.08 -0.02
C -2.666 -5.520 -0.070 0.28 0.16 -0.22
C 0.153 -4.061 1.303 -0.20 0.31 0.09
C 0.807 -4.389 2.481 -0.10 0.17 0.38
C 1.934 -5.192 2.456 0.12 -0.07 0.04
C 2.412 -5.678 1.251 0.08 -0.02 -0.04
C 1.769 -5.348 0.071 0.06 -0.04 -0.04
C 0.647 -4.537 0.098 -0.13 0.14 -0.32
H -3.930 -4.488 2.886 -0.03 0.01 0.07
H -5.295 -6.506 2.560 -0.07 0.00 0.08
H -4.990 -7.893 0.549 -0.05 -0.11 -0.04
H -3.297 -7.258 -1.137 0.04 -0.06 -0.06
H -1.923 -5.251 -0.809 -0.04 0.00 -0.04
H 0.429 -4.027 3.429 -0.03 -0.02 0.01
H 2.435 -5.457 3.376 -0.02 0.03 0.08
H 3.285 -6.313 1.232 0.07 -0.07 0.00
H 2.137 -5.729 -0.870 0.01 -0.01 -0.10
H 0.146 -4.284 -0.827 -0.02 0.02 -0.10
C -4.528 0.874 0.176 0.27 0.45 0.20
Si -3.743 2.238 1.271 -0.21 0.03 0.12
C -4.985 3.681 1.433 0.39 -0.48 -0.08
C -3.580 1.427 3.001 0.07 0.33 -0.48
Si -1.591 2.804 0.420 0.01 -0.01 -0.01
Si -0.541 4.518 1.722 0.05 0.17 0.16
C -1.417 6.219 1.679 0.30 -0.52 -0.02
C 1.274 4.705 1.139 -0.55 -0.05 0.04
C -0.372 4.008 3.563 -0.20 -0.02 -0.56
Si -1.773 3.660 -1.812 -0.01 0.30 -0.08
C -2.762 5.298 -1.855 0.37 -0.50 0.01
C 0.004 3.991 -2.444 -0.45 -0.11 0.24
C -2.589 2.494 -3.088 0.20 0.17 0.50
H -5.575 0.717 0.415 -0.21 0.00 0.15
H -4.018 -0.080 0.305 0.16 -0.16 0.04
H -4.476 1.134 -0.876 0.01 0.06 -0.25
H -5.961 3.351 1.786 -0.10 -0.16 0.06
H -5.133 4.176 0.478 0.02 0.10 -0.20
H -4.618 4.424 2.135 0.12 0.14 0.12
H -4.545 1.325 3.488 -0.26 -0.04 0.03
H -2.953 2.020 3.659 0.16 0.12 0.14
H -3.147 0.430 2.932 0.12 -0.20 -0.04
H -1.393 6.658 0.687 0.03 0.03 -0.20
H -0.968 6.939 2.359 0.18 0.02 0.16
H -2.461 6.116 1.959 -0.20 -0.08 0.04
H 1.342 5.006 0.100 0.00 0.05 -0.26
H 1.802 3.756 1.241 0.04 -0.16 0.06
H 1.815 5.443 1.724 0.05 0.16 0.21
H -1.285 3.565 3.944 -0.26 -0.09 0.10
H -0.138 4.856 4.202 0.11 0.21 0.02
H 0.424 3.275 3.680 0.19 -0.14 0.00
H -2.351 6.021 -1.158 0.07 0.09 0.14
H -3.796 5.127 -1.573 -0.20 -0.07 0.08
H -2.763 5.759 -2.840 0.05 -0.03 -0.22
H 0.429 4.869 -1.968 0.08 0.17 0.12
H 0.027 4.163 -3.516 -0.09 0.03 -0.24
H 0.655 3.144 -2.225 0.04 -0.09 0.02
H -3.458 1.991 -2.679 -0.21 -0.12 0.10
H -1.894 1.735 -3.434 0.16 -0.15 -0.03
H -2.925 3.039 -3.965 0.00 0.24 -0.14
C 0.176 0.971 -7.648 0.01 -0.02 0.02
C -0.294 -0.264 -7.238 -0.04 -0.10 -0.04
C -0.252 -0.626 -5.903 0.04 -0.04 0.13
C 0.295 0.238 -4.961 -0.12 0.31 0.35
C 0.760 1.483 -5.379 -0.02 -0.03 0.11
C 0.700 1.847 -6.712 0.07 0.06 -0.10
P 0.371 -0.128 -3.153 -0.01 -0.51 -0.45
C -0.755 -1.583 -3.074 0.17 0.24 0.22
C -0.420 -2.859 -3.520 0.03 -0.02 0.10
C -1.347 -3.885 -3.451 0.13 -0.16 -0.04
C -2.619 -3.653 -2.946 -0.04 0.12 0.07
C -2.963 -2.383 -2.511 -0.19 -0.12 -0.03
C -2.037 -1.356 -2.576 0.19 0.09 -0.02
C 2.037 -0.906 -3.032 -0.14 0.13 0.29
C 3.133 -0.346 -3.682 -0.16 0.03 -0.07
C 4.409 -0.839 -3.468 0.08 0.00 0.00
C 4.610 -1.906 -2.607 0.01 -0.06 0.02
C 3.528 -2.462 -1.942 0.15 -0.06 0.15
C 2.257 -1.949 -2.132 -0.08 0.13 0.04
H 0.125 1.251 -8.689 0.01 0.04 -0.08
H -0.706 -0.955 -7.957 -0.07 -0.04 -0.10
H -0.656 -1.580 -5.599 -0.01 -0.03 -0.05
H 1.161 2.172 -4.650 0.01 0.15 0.07
H 1.054 2.817 -7.023 0.06 0.13 -0.01
H 0.569 -3.045 -3.922 -0.01 -0.05 -0.01
H -1.074 -4.873 -3.794 0.00 -0.07 -0.06
H -3.338 -4.457 -2.883 -0.03 -0.04 -0.05
H -3.956 -2.198 -2.129 -0.05 0.05 0.04
H -2.309 -0.354 -2.268 -0.09 0.09 0.11
H 2.986 0.476 -4.368 0.03 0.04 -0.07
H 5.248 -0.391 -3.978 0.05 0.02 -0.07
H 5.602 -2.308 -2.461 0.08 -0.03 0.02
H 3.675 -3.299 -1.273 -0.01 -0.03 0.07
H 1.422 -2.382 -1.593 -0.02 -0.10 0.01

=====

13
Properties=species:S:1:pos:R:3:forces:R:3 method="wB97M-V/def2-TZVPD" homo_lumo_gap_ev=10.9407 de_lowest_ev=0.0000 spin_multiplicity=1 smiles=[NH3+]CNCCl charge=+1
N 0.440 1.277 -0.141 1.30 1.21 2.44
C 0.860 -0.071 -0.483 -2.52 -2.93 2.01
N -0.067 -1.041 0.383 3.23 2.37 -0.37
C -1.420 -1.118 0.048 -0.54 -2.69 -0.88
Cl -2.424 0.412 0.142 -0.01 -0.04 0.05
H -0.372 1.055 0.424 -0.89 0.90 0.48
H 0.094 1.756 -0.940 -0.01 1.31 -0.67
H 1.155 1.779 0.493 -1.42 -0.42 -1.71
H 1.825 -0.189 -0.080 1.32 -0.61 -0.28
H 0.710 -0.189 -1.544 0.28 -0.65 -0.15
H 0.158 -0.885 1.404 -0.45 -0.39 -1.54
H -1.851 -1.878 0.791 0.12 1.26 -1.39
H -1.467 -1.497 -1.050 -0.41 0.70 2.00

=====

28
Properties=species:S:1:pos:R:3:forces:R:3 method="wB97M-V/def2-TZVPD" homo_lumo_gap_ev="5.7275 / 5.7398" de_lowest_ev=0.0000 spin_multiplicity=1
C -0.035 -1.428 -0.827 0.00 0.04 0.02
C 0.895 -0.602 1.343 -0.04 0.01 -0.05
C 1.338 0.651 -0.774 -0.04 -0.02 0.01
C -1.556 -0.467 0.900 0.06 -0.21 0.01
C -1.121 0.794 -1.211 0.20 -0.07 -0.08
C -0.185 1.615 0.956 0.00 0.09 0.09
C -0.291 -1.294 0.674 0.01 -0.26 0.09
C 0.146 -0.038 -1.436 0.05 -0.05 -0.28
C 1.078 0.783 0.726 0.25 0.10 0.07
C -1.371 0.915 0.286 -0.57 0.23 0.01
S -2.818 1.982 0.635 -1.14 -1.48 -0.13
S -5.770 -1.773 0.626 0.73 0.95 0.01
I -4.912 0.280 -0.119 0.47 0.49 0.12
H 0.863 -2.025 -0.997 0.03 -0.06 -0.03
H -0.872 -1.942 -1.305 -0.03 -0.05 -0.02
H 0.715 -0.511 2.416 0.03 -0.02 0.07
H 1.799 -1.197 1.202 0.06 -0.02 0.03
H 2.243 0.064 -0.941 0.06 0.01 -0.03
H 1.494 1.638 -1.214 0.04 0.06 -0.04
H -2.401 -0.972 0.422 0.00 0.02 0.07
H -1.772 -0.378 1.967 -0.06 0.01 0.03
H -1.000 1.788 -1.647 -0.04 0.04 -0.02
H -1.975 0.317 -1.695 -0.07 -0.01 -0.01
H -0.380 1.720 2.025 0.00 0.03 0.05
H -0.060 2.614 0.535 0.04 0.10 -0.01
H -0.434 -2.287 1.112 -0.01 0.07 -0.02
H 0.325 -0.131 -2.512 -0.01 0.02 0.05
H 1.922 1.291 1.204 -0.05 -0.01 -0.02

=====

| no. | calculated total energy (a.u.) |
| --- | --- |
| 1 | -9176.873860 |
| 2 | -288.682847 |
| 3 | -2054.295011 |
| 4 | -4383.387301 |
| 5 | -650.411219 |
| 6 | -1484.071799 |